(1)
Molecular formula: C32H22BrF4N6O5PS2SeTc
Method: DFT, ωB97M-V/def2-TZVPD

```
75
Properties=species:S:1:pos:R:3:forces:R:3
Tc 0.811 0.222 -0.700 0.1 -0.3 0.4
S 4.301 -0.093 -0.347 0.0 -0.1 0.0
C 3.647 1.192 -1.219 -0.1 0.1 0.0
N 2.358 1.456 -1.473 0.1 0.0 0.0
C 2.187 2.626 -2.233 0.0 0.0 0.0
C 0.984 3.174 -2.678 0.0 0.0 0.0
C 1.014 4.335 -3.427 0.0 0.0 0.0
C 2.216 4.965 -3.742 0.0 0.0 0.0
C 3.415 4.436 -3.305 0.0 0.0 0.0
C 3.386 3.268 -2.555 0.0 0.0 0.0
S 4.722 2.382 -1.894 0.0 0.0 0.0
H 0.041 2.715 -2.429 0.0 0.0 0.0
H 0.080 4.763 -3.769 0.0 0.0 0.0
H 2.212 5.875 -4.328 0.0 0.0 0.0
H 4.356 4.915 -3.541 0.0 0.0 0.0
F 0.178 -6.285 -3.233 0.0 0.0 0.0
C -0.109 -5.161 -2.596 0.0 0.0 0.0
C -1.399 -4.923 -2.158 0.0 0.0 0.0
F -2.350 -5.821 -2.372 0.0 0.0 0.0
C -1.680 -3.744 -1.490 0.0 0.0 0.0
F -2.927 -3.559 -1.054 0.0 -0.1 0.1
C -0.712 -2.776 -1.268 0.0 0.0 0.0
P -1.096 -1.241 -0.363 0.0 0.0 0.0
C -2.619 -0.536 -1.012 0.0 0.1 0.0
C -3.140 0.563 -0.325 0.0 0.0 0.0
C -4.241 1.233 -0.832 0.0 0.0 0.0
C -4.810 0.827 -2.032 0.0 0.0 0.0
C -4.275 -0.245 -2.731 0.0 0.0 0.0
C -3.179 -0.926 -2.223 0.0 0.0 -0.1
C -1.416 -1.882 1.308 0.0 0.0 0.0
C -2.661 -1.839 1.926 0.0 0.0 0.0
C -2.828 -2.410 3.181 0.0 0.0 0.0
C -1.767 -3.042 3.811 0.0 0.0 0.0
C -0.528 -3.103 3.187 0.0 0.0 0.0
C -0.350 -2.517 1.946 0.0 0.0 0.0
C 0.589 -3.048 -1.692 0.0 -0.1 0.0
Br 2.098 -1.920 -1.254 0.0 -0.1 -0.1
C 0.884 -4.224 -2.349 0.0 0.0 0.0
F 2.127 -4.496 -2.745 0.0 0.0 0.0
H -2.678 0.921 0.587 0.0 0.0 0.0
H -4.640 2.084 -0.296 0.0 0.0 0.0
H -5.662 1.359 -2.434 0.0 0.0 0.0
H -4.686 -0.546 -3.685 0.0 0.0 0.0
H -2.766 -1.751 -2.793 0.0 0.1 0.0
H -3.504 -1.382 1.430 0.0 0.1 0.0
H -3.798 -2.371 3.659 0.0 0.0 0.0
H -1.907 -3.493 4.784 0.0 0.0 0.0
H 0.301 -3.607 3.670 0.0 0.0 0.0
H 0.624 -2.557 1.467 0.0 0.0 0.0
O -1.502 2.758 1.883 0.0 0.0 0.1
Se -0.355 3.017 0.804 -0.1 -0.1 0.0
O 1.178 2.607 1.702 0.0 0.0 0.1
O -0.446 1.843 -0.358 0.0 0.3 -0.1
O -0.034 4.473 0.272 0.0 0.0 0.0
N 1.366 0.460 0.992 -0.2 0.2 0.0
C 1.402 1.307 1.973 0.3 0.0 0.0
N 1.782 1.018 3.215 -0.2 -0.1 0.0
C 1.444 1.879 4.352 0.0 0.0 0.0
C 2.542 1.776 5.394 0.0 0.0 0.0
O 2.786 0.430 5.755 0.0 0.0 0.0
C 3.245 -0.300 4.634 0.0 0.0 0.0
C 2.194 -0.345 3.541 0.0 0.0 -0.1
H 0.488 1.551 4.771 0.0 0.0 0.0
H 1.345 2.904 4.008 0.0 0.0 0.0
H 2.243 2.304 6.297 0.0 0.0 0.0
H 3.463 2.231 5.008 0.0 0.0 0.0
H 3.468 -1.310 4.974 0.0 0.0 0.0
H 4.167 0.150 4.244 0.0 0.0 0.0
H 1.324 -0.918 3.870 0.0 0.0 0.0
H 2.602 -0.802 2.638 0.0 0.0 0.0
N 0.127 0.154 -2.623 0.0 -0.1 -0.3
C -0.305 0.122 -3.717 -0.3 0.1 0.1
N -0.713 0.163 -4.905 0.3 -0.1 0.0
C -1.828 -0.406 -5.333 -0.1 0.0 0.0
N -2.789 -0.878 -5.769 0.0 0.0 0.0
```
Positions in Å, forces in eV/Å.

Values from the calculation:
E_LUMO (spin up / spin down)	-2.297 / -2.094	eV
multiplicity	2
net charge	0
energy above the lowest of the compared OMol25 structures with the same formula, charge and spin	14.3	kcal/mol
HOMO level (spin up / spin down)	-7.759 / -7.780	eV

=====

(2)
Molecular formula: C32H22BrN4OS5Sr
Method: DFT, ωB97M-V/def2-TZVPD

```
66
Properties=species:S:1:pos:R:3:forces:R:3
Sr 1.691 -2.033 -1.219 1.0 -1.7 -1.6
Br -4.500 1.554 5.931 0.1 0.1 -0.1
C -3.012 2.385 5.076 -0.1 -0.1 0.1
C -2.886 2.302 3.698 0.0 0.0 0.0
C -1.788 2.871 3.085 0.2 0.2 0.0
C -0.802 3.526 3.840 -0.6 -0.6 0.3
C -0.986 3.645 5.217 0.2 0.0 -0.2
C -2.079 3.063 5.839 -0.1 0.0 0.0
N 0.243 4.240 3.226 0.3 0.5 -0.5
N 0.964 3.787 2.309 0.1 0.4 0.5
C 1.071 2.436 2.008 -0.2 -0.8 0.0
C 0.968 1.396 2.933 0.1 0.6 -0.2
C 1.088 0.071 2.575 0.1 -0.3 -0.2
C 1.300 -0.331 1.240 -0.2 0.4 0.6
O 1.398 -1.551 0.887 -0.1 0.4 1.8
C 1.394 0.742 0.258 -0.2 0.3 0.3
N 1.487 0.378 -1.040 0.0 0.8 0.0
C 1.589 1.298 -1.970 0.0 -0.1 0.0
C 1.608 2.668 -1.675 0.0 0.1 0.1
C 1.469 3.066 -0.371 0.0 0.0 -0.1
C 1.344 2.099 0.648 -0.2 -0.1 0.1
H -3.629 1.785 3.106 0.0 0.0 0.0
H -1.681 2.810 2.011 0.0 0.0 0.0
H -0.247 4.182 5.797 0.0 0.0 0.0
H -2.208 3.145 6.909 0.0 0.0 0.0
H 0.828 1.645 3.977 -0.1 0.0 0.0
H 1.013 -0.703 3.328 0.0 0.0 0.0
H 1.667 0.941 -2.991 0.0 0.0 0.0
H 1.708 3.388 -2.475 0.0 0.0 0.0
H 1.437 4.111 -0.093 0.0 0.0 0.0
C 5.692 1.334 -2.227 -0.1 -0.2 0.2
S 5.188 0.376 -0.766 0.0 0.1 -0.1
C 5.654 -1.227 -1.295 -0.1 -0.2 0.0
C 5.011 -1.976 -2.232 0.7 -0.1 0.2
S 3.654 -1.587 -3.199 0.2 0.1 -0.7
S 5.797 -3.542 -2.526 0.0 0.3 0.2
C 7.103 -3.409 -1.392 -0.1 0.1 0.0
S 8.224 -4.585 -1.153 0.1 -0.2 0.0
S 7.097 -1.902 -0.555 -0.2 -0.1 -0.2
H 5.534 2.384 -1.986 0.0 0.0 0.0
H 5.079 1.043 -3.079 0.0 0.0 0.0
H 6.744 1.147 -2.429 0.0 0.1 0.0
N -0.353 -2.370 -2.173 -1.1 -0.2 0.1
C -1.569 -2.222 -1.902 0.2 0.0 -0.6
C -2.138 -2.211 -0.502 0.0 0.0 0.1
C -1.609 -3.039 0.484 0.0 0.0 0.0
C -2.068 -2.970 1.790 0.0 0.0 0.0
C -3.061 -2.061 2.132 0.0 0.0 0.0
C -3.598 -1.233 1.158 0.0 0.0 0.0
C -3.145 -1.313 -0.152 0.0 0.0 0.0
C -2.579 -1.982 -3.007 -0.1 0.1 0.1
C -2.280 -1.075 -4.019 0.0 0.0 0.0
C -3.175 -0.842 -5.051 0.0 0.0 0.0
C -4.380 -1.534 -5.097 0.0 0.0 0.0
C -4.677 -2.457 -4.106 0.0 0.0 0.0
C -3.788 -2.671 -3.062 0.0 0.0 0.0
H -0.833 -3.741 0.203 0.0 0.0 0.0
H -1.652 -3.618 2.552 0.0 0.0 0.0
H -3.410 -1.996 3.155 0.0 0.0 0.0
H -4.374 -0.523 1.422 0.0 0.0 0.0
H -3.563 -0.664 -0.912 0.0 0.0 0.0
H -1.324 -0.567 -3.977 0.0 0.0 0.0
H -2.936 -0.123 -5.825 0.0 0.0 0.0
H -5.077 -1.360 -5.908 0.0 0.0 0.0
H -5.609 -3.009 -4.142 0.0 0.0 0.0
H -4.027 -3.390 -2.286 0.0 0.0 0.0
```
Positions in Å, forces in eV/Å.

Values from the calculation:
E_LUMO	1.712	eV
net charge	-1
HOMO level	-4.724	eV

=====

Looking at M for the records above, in order, we have 998.529; 806.414 g mol⁻¹.